Entry P
Molecular formula: C9H14
Method: DFT, ωB97M-V/def2-TZVPD

Its net charge is 0. The SMILES is Cc1ccccc1.CC. The value obtained for the HOMO-LUMO gap is 10.190 eV. The LUMO energy comes out at 1.1 eV. Its HOMO energy is -9.1 eV.

Each line ends with the Mulliken charge.
Atoms and positions in Å:
C -1.16 -0.42 2.32  -1.4918
C -0.85 -0.92 0.93  0.9344
C 0.27 -1.69 0.66  -0.3587
C 0.54 -2.16 -0.62  -0.4139
C -0.31 -1.85 -1.66  -0.5528
C -1.44 -1.08 -1.39  -0.3595
C -1.71 -0.62 -0.12  -0.5974
H -1.89 0.40 2.29  0.3603
H -0.27 -0.01 2.81  0.3288
H -1.60 -1.18 2.97  0.3260
H 1.00 -1.90 1.43  0.3592
H 1.46 -2.72 -0.77  0.3646
H -0.18 -2.18 -2.68  0.3997
H -2.20 -0.87 -2.14  0.3522
H -2.63 -0.07 0.05  0.3283
C 0.74 2.53 -0.78  -0.6410
C 1.97 1.82 -0.22  -0.7449
H -0.08 1.82 -0.86  0.0743
H 0.52 3.39 -0.17  0.2794
H 0.88 2.82 -1.82  0.3097
H 2.03 0.77 -0.52  0.1690
H 2.90 2.26 -0.59  0.3380
H 2.02 1.85 0.88  0.2362



Entry Q
Molecular formula: C9H14
Method: DFT, ωB97M-V/def2-TZVPD

Its net charge is 0. The SMILES is Cc1ccccc1.CC. The value obtained for the HOMO-LUMO gap is 9.894 eV. The LUMO energy comes out at 1.0 eV. Its HOMO energy is -8.9 eV.

Each line ends with the Mulliken charge.
Atoms and positions in Å:
C 2.14 2.24 -2.47  -1.1812
C 1.64 1.30 -1.41  0.8146
C 0.55 1.65 -0.51  -0.3076
C 0.40 1.00 0.61  -0.6645
C 1.07 -0.23 0.73  -0.2238
C 1.95 -0.72 -0.23  -0.6736
C 2.28 0.16 -1.31  -0.3188
H 1.17 2.76 -2.80  0.2934
H 2.68 1.72 -3.27  0.3512
H 2.67 3.11 -2.05  0.2731
H -0.06 2.55 -0.50  0.2873
H -0.40 1.34 1.22  0.3685
H 0.74 -0.90 1.56  0.3786
H 2.40 -1.70 -0.08  0.3658
H 3.27 -0.10 -1.72  0.2466
C -2.52 -1.85 0.93  -0.5948
C -3.12 -1.69 2.25  -0.8123
H -2.23 -2.89 0.60  0.2789
H -3.19 -1.56 0.04  0.2733
H -1.55 -1.22 0.60  0.0171
H -2.82 -0.79 2.80  0.2643
H -4.15 -1.67 2.08  0.3038
H -2.91 -2.53 2.94  0.2599



Entry R
Molecular formula: C9H14
Method: DFT, ωB97M-V/def2-TZVPD

Its net charge is 0. The SMILES is Cc1ccccc1.CC. The value obtained for the HOMO-LUMO gap is 9.862 eV. The LUMO energy comes out at 0.9 eV. Its HOMO energy is -8.9 eV.

Each line ends with the Mulliken charge.
Atoms and positions in Å:
C -0.85 0.75 -3.17  -1.0610
C -0.60 0.88 -1.68  0.8556
C 0.73 1.17 -1.20  -0.8457
C 0.92 1.29 0.20  -0.0435
C 0.00 1.12 1.15  -1.0823
C -1.24 0.59 0.64  0.0658
C -1.56 0.56 -0.69  -0.7920
H 0.23 0.56 -3.62  0.2662
H -1.47 1.51 -3.75  0.2607
H -1.27 -0.25 -3.36  0.2967
H 1.50 1.32 -1.90  0.3855
H 1.94 1.42 0.47  0.3459
H 0.26 1.13 2.19  0.5612
H -1.97 0.33 1.42  0.3660
H -2.51 0.19 -0.96  0.4145
C 1.10 -3.12 1.73  -0.9876
C 1.03 -1.81 2.53  -0.2006
H 0.18 -3.30 1.18  0.2965
H 1.93 -3.13 1.04  0.2615
H 1.04 -4.19 2.10  0.3267
H 0.28 -1.12 2.05  -0.2263
H 1.97 -1.23 2.38  0.2235
H 0.74 -1.80 3.64  0.3126



Entry S
Molecular formula: C9H14
Method: DFT, ωB97M-V/def2-TZVPD

Its net charge is 0. The SMILES is Cc1ccccc1.CC. The value obtained for the HOMO-LUMO gap is 10.125 eV. The LUMO energy comes out at 1.0 eV. Its HOMO energy is -9.2 eV.

Each line ends with the Mulliken charge.
Atoms and positions in Å:
C 2.63 -0.03 -2.23  -1.1880
C 1.96 0.57 -1.00  0.9969
C 1.22 1.66 -1.33  -0.4930
C 0.28 2.21 -0.39  -0.2784
C 0.35 1.77 0.98  -0.6853
C 1.18 0.69 1.26  -0.2565
C 1.98 0.08 0.28  -0.4453
H 3.73 -0.24 -2.25  0.3120
H 2.47 0.63 -3.14  0.3016
H 2.13 -1.10 -2.50  0.2202
H 1.14 2.05 -2.38  0.1327
H -0.28 2.97 -0.97  0.3058
H -0.41 2.26 1.65  0.3484
H 1.00 0.14 2.19  0.3761
H 2.65 -0.80 0.34  0.3458
C -2.34 -1.19 0.67  -0.4188
C -3.06 -1.94 1.77  -0.9001
H -3.01 -0.83 -0.11  0.3137
H -1.73 -0.39 1.03  -0.0403
H -1.72 -1.89 0.01  0.2455
H -3.04 -1.41 2.75  0.3033
H -2.98 -3.10 1.80  0.2563
H -4.16 -2.12 1.56  0.2475



The structure with the most favorable energy is entry P; the runner-up is 1.450 eV above it.



Entry P
Molecular formula: C9H14
Method: DFT, ωB97M-V/def2-TZVPD

Its net charge is 0. The SMILES is c1ccccc1.CCC. The value obtained for the HOMO-LUMO gap is 10.478 eV. The LUMO energy comes out at 1.0 eV. Its HOMO energy is -9.4 eV.

Each line ends with the Mulliken charge.
Atoms and positions in Å:
C -0.80 -0.70 1.21  -0.3256
C -0.90 0.65 0.87  -0.3548
C -0.05 1.19 -0.09  -0.3524
C 0.90 0.39 -0.71  -0.3492
C 1.00 -0.96 -0.37  -0.3515
C 0.15 -1.51 0.59  -0.3554
H -1.47 -1.13 1.97  0.3441
H -1.65 1.28 1.36  0.3444
H -0.13 2.25 -0.36  0.3499
H 1.57 0.81 -1.47  0.3532
H 1.75 -1.60 -0.86  0.3500
H 0.23 -2.57 0.86  0.3443
C 3.59 2.66 2.64  -1.0962
C 3.53 1.17 2.99  -0.0377
C 4.69 0.39 2.35  -1.0963
H 4.54 3.09 3.00  0.3308
H 2.75 3.21 3.11  0.2920
H 3.54 2.80 1.55  0.2802
H 3.57 1.05 4.09  0.2678
H 2.57 0.75 2.63  0.1594
H 5.65 0.79 2.71  0.3308
H 4.63 -0.68 2.61  0.2919
H 4.65 0.49 1.25  0.2803



Entry Q
Molecular formula: C9H14
Method: DFT, ωB97M-V/def2-TZVPD

Its net charge is 0. The SMILES is Cc1ccccc1.CC. The value obtained for the HOMO-LUMO gap is 10.082 eV. The LUMO energy comes out at 1.0 eV. Its HOMO energy is -9.1 eV.

Each line ends with the Mulliken charge.
Atoms and positions in Å:
C -1.40 -0.95 1.46  -1.1300
C -0.06 -0.33 1.37  0.8166
C 0.09 1.04 1.01  -0.2955
C 1.30 1.62 0.72  -0.2965
C 2.48 0.85 0.94  -0.4614
C 2.36 -0.39 1.54  -0.6115
C 1.06 -1.06 1.58  -0.4606
H -1.35 -2.03 1.92  0.2803
H -1.96 -0.76 0.61  0.2454
H -2.01 -0.61 2.31  0.3282
H -0.81 1.58 0.93  0.3786
H 1.44 2.71 0.37  0.2854
H 3.43 1.27 0.74  0.4065
H 3.27 -0.96 1.67  0.3149
H 1.04 -2.13 1.91  0.2806
C -0.65 -0.01 -3.01  -0.8872
C -1.68 0.07 -1.86  -0.6299
H -1.02 -0.29 -4.02  0.3197
H -0.26 1.03 -2.97  0.2169
H 0.06 -0.82 -2.57  0.2220
H -0.95 0.14 -0.95  -0.0463
H -2.04 -0.90 -1.69  0.3906
H -2.35 0.92 -2.01  0.3332



The structure with the most favorable energy is entry P; the runner-up is 1.548 eV above it.



Entry P
Molecular formula: C9H14
Method: DFT, ωB97M-V/def2-TZVPD

Its net charge is 0. The SMILES is Cc1ccccc1.CC. The value obtained for the HOMO-LUMO gap is 9.721 eV. The LUMO energy comes out at 1.0 eV. Its HOMO energy is -8.8 eV.

Each line ends with the Mulliken charge.
Atoms and positions in Å:
C 0.44 1.51 -0.23  -1.0734
C 1.36 0.42 -0.71  0.6902
C 2.21 0.48 -1.81  -0.2626
C 3.20 -0.49 -2.04  -0.7071
C 3.11 -1.69 -1.27  -0.0777
C 2.13 -1.91 -0.26  -0.9128
C 1.39 -0.80 0.10  -0.0940
H 0.81 2.03 0.71  0.3014
H -0.65 1.35 -0.13  0.0733
H 0.59 2.30 -0.96  0.3673
H 2.21 1.33 -2.44  0.3660
H 3.70 -0.63 -3.00  0.2907
H 3.67 -2.58 -1.53  0.3237
H 2.27 -2.74 0.27  0.4732
H 0.89 -0.75 1.13  0.2294
C -3.94 -0.06 1.96  -0.9480
C -2.87 0.57 1.06  -0.5955
H -3.95 -1.13 2.20  0.3272
H -3.92 0.32 2.99  0.2702
H -4.88 0.03 1.41  0.2478
H -2.41 1.60 1.39  0.2468
H -3.32 0.85 0.10  0.2901
H -2.04 -0.03 1.04  0.1738



Entry Q
Molecular formula: C9H14
Method: DFT, ωB97M-V/def2-TZVPD

Its net charge is 0. The SMILES is Cc1ccccc1.CC. The value obtained for the HOMO-LUMO gap is 10.110 eV. The LUMO energy comes out at 1.0 eV. Its HOMO energy is -9.1 eV.

Each line ends with the Mulliken charge.
Atoms and positions in Å:
C -0.33 1.05 -2.09  -1.5823
C -0.62 0.16 -0.91  0.7099
C -0.60 -1.22 -0.82  -0.4375
C -1.08 -1.92 0.28  -0.5428
C -1.39 -1.24 1.44  -0.3317
C -1.37 0.15 1.41  -0.6920
C -1.01 0.82 0.26  0.0164
H 0.50 0.80 -2.74  0.3105
H -0.29 2.07 -1.74  0.3536
H -1.20 0.98 -2.77  0.4035
H -0.44 -1.85 -1.69  0.3345
H -1.18 -3.00 0.31  0.3842
H -1.69 -1.72 2.36  0.3916
H -1.61 0.70 2.31  0.3546
H -1.04 1.90 0.22  0.2997
C 2.43 0.12 0.76  -0.6556
C 2.53 1.39 -0.08  -0.6630
H 1.84 -0.59 0.20  0.1009
H 3.39 -0.40 0.91  0.3532
H 1.98 0.37 1.71  0.2318
H 3.01 1.25 -1.04  0.2604
H 1.53 1.84 -0.17  0.0770
H 3.05 2.19 0.47  0.3234



The structure with the most favorable energy is entry Q; the runner-up is 1.508 eV above it.